(1)
An isolated ion of composition C4H3BF3O4 and charge -1 at a distorted geometry, computed with the ωB97M-V functional and the def2-TZVPD basis.

Structure (XYZ):
```
15
Properties=species:S:1:pos:R:3:forces:R:3
B 0.3812 -0.0148 -0.1574 -1.3 -1.7 3.4
C -1.4952 1.2149 -0.7324 -0.9 0.9 2.2
C -1.5772 1.1886 0.8864 0.9 -0.9 -1.0
C 1.9003 0.2817 -0.1886 1.9 0.0 1.3
C -0.0502 -1.6698 0.0648 2.0 -0.4 0.4
O -2.2916 1.7950 -1.4079 0.1 -0.2 -0.7
O -0.3921 0.6139 -1.1194 -0.7 0.5 -2.0
O -2.4917 1.6415 1.5213 -0.5 0.4 0.0
O -0.5254 0.5851 1.3387 1.1 -0.4 -1.6
F 0.3004 -2.6454 -0.8821 0.2 1.1 0.1
F -1.3308 -1.8989 0.2492 -1.3 0.2 0.3
F 0.5982 -2.1487 1.2129 -0.4 0.4 -0.6
H 2.5983 0.3740 0.7262 -1.6 -0.5 -1.0
H 2.0580 1.2015 -0.7129 0.1 0.7 -0.5
H 2.3179 -0.5186 -0.7987 0.3 -0.1 -0.2
```
Positions in Å, forces in eV/Å.

Values from the calculation:
Kohn-Sham gap in eV: 9.29
Total charge: -1
E in eV: -21220.402
LUMO in eV: 3.5

Atomic partial charges in e from the Mulliken method, atoms 1 to 6:
1. B 0.68
2. C 0.46
3. C 0.70
4. C -0.98
5. C 0.60
6. O -0.61



(2)
A 15-piece molecular cluster, C36H111N9O15 overall at a distorted geometry, computed with the ωB97M-V functional and the def2-TZVPD basis.

Structure (XYZ):
```
171
Properties=species:S:1:pos:R:3:forces:R:3
C 0.5227 -5.1859 -2.2369 -0.6 -1.5 -0.6
C -0.5495 -4.2331 -1.8549 -2.1 -1.1 1.5
C -0.8495 -4.5376 -0.3371 1.8 0.1 -0.3
O -1.1258 -5.9118 -0.1704 -0.4 0.3 -0.2
C -1.4410 -6.2987 1.1800 1.2 0.8 -1.9
N -0.2371 -2.8653 -2.0827 -0.6 0.2 -1.2
H 0.7067 -5.1580 -3.2872 0.6 0.5 -0.9
H 0.0612 -6.1837 -2.1278 0.6 0.2 0.4
H 1.4376 -5.1256 -1.6555 0.1 0.1 0.1
H -1.5001 -4.4610 -2.4181 1.0 0.1 0.5
H -1.5974 -3.8709 0.0703 -0.8 0.1 0.1
H 0.0970 -4.2685 0.2287 -0.6 -0.2 -0.4
H -2.0563 -5.4988 1.5441 -0.6 0.0 0.9
H -0.4770 -6.3615 1.7106 -0.5 -0.2 0.3
H -1.9507 -7.2359 1.0268 -0.1 -0.3 0.7
H -1.0247 -2.2674 -1.9099 -0.4 0.2 0.0
H 0.4823 -2.5516 -1.4965 1.4 0.7 0.9
C -2.9007 3.8830 3.3665 -1.8 0.1 0.1
C -1.3956 3.7728 3.3020 2.1 -0.1 0.4
C -0.8605 3.1629 4.6726 0.8 -0.5 -0.9
O -0.8268 4.0716 5.7422 -0.3 1.1 0.3
C -1.2636 3.6890 7.0278 -0.9 -1.2 0.1
N -0.9385 2.7814 2.2198 -1.1 1.3 0.5
H -3.3263 4.5028 4.1928 0.8 0.0 -0.5
H -3.4822 2.9145 3.5269 1.2 0.7 -0.5
H -3.2538 4.3270 2.4193 -0.1 -0.2 0.3
H -0.8814 4.7863 3.0284 -1.0 -1.7 0.7
H 0.2153 2.7938 4.6054 -1.4 0.1 -0.6
H -1.5647 2.3130 4.8115 0.6 0.2 0.5
H -1.2734 4.5787 7.6976 0.3 -0.6 -0.6
H -0.6391 2.8475 7.4880 -0.6 1.1 -0.6
H -2.3363 3.3201 6.9537 1.1 0.2 0.2
H -1.2233 3.2340 1.3316 0.1 -0.4 0.5
H -1.5831 1.9898 2.3135 0.2 0.1 -0.2
C 2.9107 5.1944 -0.0838 0.1 -1.5 0.6
C 1.5281 4.5843 0.1505 0.0 1.3 -1.4
C 0.6359 5.3160 -0.8526 1.2 1.2 0.7
O -0.6769 5.0995 -0.5157 -1.7 0.4 0.2
C -1.6835 5.7643 -1.2781 0.0 1.5 0.4
N 1.4973 3.1451 -0.0497 0.5 0.2 -0.8
H 3.5798 4.6986 0.6252 0.4 0.4 -0.1
H 2.9544 6.2610 -0.0159 -0.1 0.6 0.6
H 3.2556 4.9850 -1.0884 0.1 -0.4 -0.3
H 1.0822 4.8808 1.0859 0.3 0.0 0.9
H 0.8626 4.9430 -1.8268 0.1 -0.2 -1.1
H 0.9630 6.4124 -0.7842 -0.8 -1.1 -0.2
H -1.4492 5.7655 -2.3578 -0.3 -0.3 0.4
H -1.9441 6.8592 -0.9922 1.3 -1.3 -0.1
H -2.6038 5.2865 -1.0023 -0.4 -0.7 -0.5
H 2.2480 2.6489 0.3902 0.9 0.1 0.2
H 0.7173 2.8104 0.4453 -1.5 -0.6 0.5
C -1.4137 0.0611 -3.0564 1.4 1.3 -0.4
C -1.4135 1.1697 -4.1744 -0.7 -0.8 1.4
C -2.8583 1.3349 -4.7160 -0.8 -0.8 0.7
O -3.7406 1.4837 -3.5805 0.4 0.0 0.0
C -5.1218 1.6300 -3.8224 -0.7 -0.7 0.1
N -1.0158 2.4427 -3.5865 0.2 -0.5 0.7
H -0.4324 -0.0197 -2.5370 -0.2 -0.1 -0.9
H -1.6605 -0.8527 -3.5529 -0.2 -0.8 0.1
H -2.0493 0.3006 -2.2182 -0.8 0.1 -0.1
H -0.6702 0.9000 -4.9603 -0.8 0.1 0.3
H -3.2095 0.4657 -5.2712 0.2 -0.3 -0.2
H -2.9976 2.1974 -5.3590 0.3 0.4 -0.3
H -5.3777 2.5727 -4.3448 0.2 -0.4 0.1
H -5.6287 1.6169 -2.8295 0.5 0.3 -0.6
H -5.5771 0.7438 -4.3581 0.6 0.8 0.1
H -1.5194 2.6059 -2.6868 0.1 0.2 -1.3
H -1.2556 3.0698 -4.3353 0.0 1.2 0.6
C -4.5813 -3.2099 -0.3698 -0.6 1.4 1.3
C -4.1335 -2.3016 -1.4874 -0.1 0.2 -1.6
C -4.5814 -2.9147 -2.8752 0.4 0.4 1.1
O -3.5405 -3.8031 -3.2626 -0.8 -0.1 -0.2
C -3.2598 -3.8418 -4.6617 -0.4 0.1 -0.1
N -4.4862 -0.8639 -1.2667 -1.2 -1.3 0.6
H -4.1911 -4.1798 -0.5074 0.0 -1.4 -0.6
H -5.6830 -3.1928 -0.2269 0.6 -0.3 -0.3
H -4.1510 -2.9464 0.6054 -0.1 0.5 -0.1
H -3.0485 -2.4160 -1.5803 0.0 0.4 0.2
H -4.6372 -2.1269 -3.5882 0.0 1.0 -0.7
H -5.6078 -3.3393 -2.8374 0.6 -0.4 0.1
H -3.0387 -4.8958 -4.8747 0.2 0.4 -0.2
H -2.3791 -3.1751 -4.8892 -0.9 -0.6 0.0
H -4.1680 -3.5593 -5.2697 1.0 -0.1 0.5
H -5.4867 -0.8519 -0.9666 1.2 0.4 -0.4
H -4.3370 -0.1939 -2.0319 0.1 -0.7 0.2
C 2.7662 -3.1732 -5.1090 -0.3 0.1 0.3
C 1.8814 -1.9819 -4.6786 1.1 -0.3 0.0
C 2.5042 -0.6507 -5.1340 -0.9 -0.4 0.8
O 3.7324 -0.3481 -4.4422 -1.0 -0.1 -1.5
C 4.1672 0.8837 -5.0124 0.9 0.6 0.6
N 0.5000 -2.1337 -5.1367 0.8 0.4 -0.2
H 2.3662 -4.1279 -4.7402 -0.2 0.2 -0.3
H 3.7529 -3.1283 -4.6920 0.7 0.4 0.4
H 2.9304 -3.1917 -6.1798 -0.3 -0.2 -0.4
H 1.9207 -2.0017 -3.6030 -0.4 0.2 0.6
H 1.7717 0.1836 -5.0111 0.4 -0.5 0.1
H 2.6686 -0.7848 -6.1933 0.4 0.3 -0.6
H 3.6850 1.6995 -4.4792 -0.2 0.2 0.0
H 3.9191 1.0129 -6.0839 0.3 -0.4 0.4
H 5.2561 0.9824 -4.8339 -0.5 -0.1 -0.3
H -0.0183 -2.4881 -4.3294 -0.1 -0.4 -0.7
H 0.5425 -2.7119 -5.9857 -0.7 0.1 0.9
C 3.3625 -2.5557 -1.3795 0.6 0.7 -0.3
C 3.2144 -1.1420 -0.8216 1.8 -0.1 0.4
C 4.3965 -0.2208 -1.1632 1.0 -0.4 1.0
O 4.1169 1.0641 -0.5708 0.3 -0.6 -0.3
C 5.0547 2.0239 -1.0012 0.4 0.4 0.9
N 2.0300 -0.4784 -1.2080 -2.2 1.7 1.6
H 3.7278 -2.5946 -2.4137 -0.3 0.2 0.1
H 2.4276 -3.0818 -1.2846 -0.2 -0.3 0.0
H 4.1177 -3.0557 -0.7945 0.2 -0.4 0.3
H 3.1629 -1.2515 0.2646 0.1 0.1 0.1
H 4.5177 -0.1699 -2.2444 -0.3 0.3 -0.2
H 5.3966 -0.5863 -0.7762 -1.0 0.2 -0.1
H 6.1003 1.6366 -0.8827 -0.7 0.6 0.1
H 4.8630 2.9886 -0.4767 0.4 -0.9 0.1
H 4.8932 2.2826 -2.0199 -0.1 -0.1 -1.3
H 1.9930 0.4355 -0.6662 0.0 -1.5 -0.8
H 2.0926 -0.1442 -2.1404 0.0 0.1 -1.3
C 2.1704 -3.1714 3.6082 -2.6 1.5 0.9
C 3.3720 -2.4086 3.1316 1.0 0.1 -1.6
C 3.3467 -0.8800 3.3964 0.5 -0.9 -0.2
O 2.2075 -0.2673 2.8321 0.4 0.5 -0.5
C 2.3959 1.1462 2.8833 -0.5 0.9 0.7
N 4.5963 -2.9238 3.7528 -0.1 0.7 0.5
H 1.2782 -3.4054 2.9267 1.4 0.7 0.6
H 1.7824 -2.5074 4.4585 0.0 -1.3 -0.8
H 2.5005 -4.0951 4.0154 0.1 -0.9 0.4
H 3.5194 -2.6147 2.0458 -0.2 0.6 0.5
H 4.2772 -0.4344 2.9977 -0.4 -0.2 -0.1
H 3.3754 -0.6750 4.4824 -0.1 -0.2 -0.1
H 3.3120 1.4768 2.3421 -0.3 -0.4 0.4
H 2.4680 1.4300 3.9876 -0.1 0.0 -1.4
H 1.5340 1.6779 2.4010 0.5 -0.7 0.7
H 4.4107 -3.0419 4.7506 0.4 -0.2 -0.3
H 4.8610 -3.8030 3.3336 0.0 -0.1 0.2
C 0.9135 0.5318 6.7178 0.0 0.7 -0.2
C -0.3698 -0.1095 7.2203 0.8 0.4 0.0
C -0.8616 -1.0357 6.1457 -1.9 0.1 0.4
O -1.1315 -0.2850 4.9800 -0.7 0.3 1.9
C -0.8201 -0.8931 3.7933 2.5 -1.2 0.4
N -0.0087 -0.9914 8.3542 -2.2 0.1 -0.3
H 1.5381 -0.2330 6.2779 0.3 -0.4 0.0
H 1.4982 1.0736 7.4624 -0.1 -0.2 0.3
H 0.7236 1.2441 5.9244 -0.2 0.1 -0.2
H -1.1520 0.6690 7.4900 0.8 -0.8 -0.4
H -1.7640 -1.5800 6.5576 0.4 0.5 -0.7
H -0.1563 -1.8176 5.9719 0.9 -0.4 -0.3
H -1.3460 -1.7997 3.6160 -0.9 -0.9 -0.2
H 0.2757 -1.1597 3.7383 -1.0 0.4 0.0
H -1.0450 -0.1652 3.0909 -0.3 1.1 -1.8
H -0.9560 -1.2590 8.6791 0.7 -0.6 0.0
H 0.2146 -0.3466 9.0725 0.9 0.6 1.1
O -3.8784 -0.0786 3.3371 0.2 0.5 -0.7
H -3.1630 -0.2745 3.9447 0.1 0.0 0.3
H -3.4206 0.1416 2.4851 -0.6 -0.5 0.6
O 0.0039 -1.1744 1.0649 0.8 0.1 -0.9
H 0.6610 -0.8525 1.7053 -0.1 0.0 0.1
H 0.5376 -1.1567 0.2272 -0.6 0.1 0.5
O -2.7315 -0.0387 0.8088 2.5 -0.2 0.7
H -1.7922 -0.3941 0.9762 -1.5 0.6 -0.4
H -3.1205 -0.6371 0.1641 -0.7 -0.1 -0.4
O 2.7227 5.0364 -4.0208 0.0 -0.6 -0.3
H 2.5660 5.4429 -3.1592 -0.1 -0.5 -0.2
H 2.4919 4.0736 -3.9570 0.0 1.1 0.5
O 1.7266 2.4561 -2.9837 0.2 -0.5 0.9
H 0.7500 2.3785 -3.0821 0.0 0.3 -0.4
H 1.8405 2.3878 -2.0025 0.0 0.5 -0.8
O -3.7768 2.4288 -0.3253 -0.9 1.6 -0.5
H -4.4075 2.5641 0.3820 -0.3 0.4 0.1
H -3.3730 1.6417 -0.0326 1.3 -2.0 0.4
```
Positions in Å, forces in eV/Å.

Values from the calculation:
Kohn-Sham gap in eV: 9.58
E in eV: -83250.553
LUMO in eV: 0.6

Atomic partial charges in e from the Mulliken method, atoms 1 to 6:
1. C -1.90
2. C 0.96
3. C -0.17
4. O -0.44
5. C -0.74
6. N 2.34



(3)
C20H22N4O2Re as an isolated structure at a distorted geometry, computed with the ωB97M-V functional and the def2-TZVPD basis.

Structure (XYZ):
```
49
Properties=species:S:1:pos:R:3:forces:R:3
N -0.5962 3.3458 -0.5450 0.9 0.4 0.1
C 0.0261 4.3238 -0.5019 -0.6 -1.0 -0.4
C 0.8256 5.5228 -0.6096 0.0 0.6 0.2
H 0.1698 6.3976 -0.6956 0.1 -0.2 0.0
H 1.4426 5.4519 -1.5066 0.0 0.1 0.0
H 1.4682 5.6647 0.2616 -0.1 -0.1 0.0
N 2.9193 -1.9628 -1.1558 -1.1 1.0 -0.8
C 3.9148 -2.5476 -1.3081 -0.4 0.2 1.1
C 5.1548 -3.2897 -1.3368 -0.1 0.0 -0.2
H 5.8002 -2.7939 -2.0708 0.1 -0.2 0.0
H 4.9312 -4.3239 -1.6446 0.2 0.2 0.0
H 5.6567 -3.2890 -0.3496 -0.4 0.1 -0.3
N -3.3714 -0.2662 0.0424 -0.4 -2.6 -0.3
C -3.8161 -1.3425 -0.1108 0.8 2.5 0.0
C -4.3915 -2.6368 -0.4519 -0.5 -0.5 0.1
H -3.9821 -3.4476 0.1663 0.0 0.3 -0.1
H -4.1826 -2.8488 -1.5116 -0.2 0.0 0.3
H -5.4877 -2.6351 -0.2943 0.5 0.1 -0.1
Re 1.1184 -0.6627 -1.4809 4.1 -3.0 2.3
C -0.0241 -1.6627 -0.2006 -4.8 -3.2 5.6
O -0.7355 -2.2439 0.5200 3.6 2.7 -3.7
C 1.8437 0.7674 -0.3078 2.2 5.7 5.2
O 2.2578 1.6448 0.3432 -1.8 -4.3 -3.4
C 1.2400 0.8691 -2.8993 1.1 1.2 -1.4
C -0.1428 0.9593 -2.6408 -1.0 1.4 0.1
C -0.8966 -0.1953 -2.5791 -1.6 0.0 0.0
C -0.2758 -1.4417 -2.8552 -0.8 -1.4 -1.1
C 0.9918 -1.4654 -3.4891 -0.7 -0.6 -1.5
C 1.7598 -0.2975 -3.5181 0.3 0.5 -1.5
H 1.9118 1.6984 -2.7037 -0.2 0.3 -0.6
H -0.5978 1.9464 -2.4509 0.2 -0.4 0.5
H -1.9707 -0.1571 -2.3107 0.6 0.0 0.2
H -0.7612 -2.3956 -2.6497 -0.3 0.2 -0.5
H 1.2983 -2.4335 -3.8542 0.6 -0.1 -0.1
H 2.7569 -0.2379 -3.9194 0.4 -0.3 -0.1
N -0.9011 1.1223 1.4579 -0.3 -1.2 0.0
C -1.1042 0.5653 2.6676 1.1 0.3 1.3
C 0.0070 0.0641 3.4375 0.3 -0.1 1.0
C -0.1214 -0.2542 4.7909 0.7 -0.2 -1.4
C -1.3572 -0.0402 5.4267 -0.4 0.5 0.5
C -2.4604 0.4674 4.7164 -0.4 -0.4 -1.4
C -2.3464 0.6792 3.3361 -1.3 0.2 0.9
H -1.6238 1.0924 0.7419 -0.3 0.7 0.3
H 0.0025 1.5006 1.2420 -0.1 0.1 -0.1
H 0.9811 -0.0337 2.9543 -0.2 0.0 0.1
H 0.7116 -0.6960 5.3679 -0.5 0.5 -0.5
H -1.4419 -0.1920 6.5041 0.0 -0.1 -0.3
H -3.4294 0.6189 5.2193 0.7 0.1 -0.3
H -3.1720 1.0909 2.7564 0.0 -0.2 0.3
```
Positions in Å, forces in eV/Å.

Values from the calculation:
Kohn-Sham gap (spin up / spin down) in eV: 5.39 / 2.81
Total charge: +4
Expectation value of S²: 3.789
E in eV: -33235.024
Spin multiplicity: 4
LUMO (spin up / spin down) in eV: -14.6 / -17.5

Atomic partial charges in e from the Mulliken method, atoms 1 to 6:
1. N -0.49
2. C 0.50
3. C -0.92
4. H 0.34
5. H 0.30
6. H 0.32



(4)
A 2-piece molecular cluster, C3H5NO2 overall at a distorted geometry, computed with the ωB97M-V functional and the def2-TZVPD basis.

Structure (XYZ):
```
11
Properties=species:S:1:pos:R:3:forces:R:3
C -0.2268 -1.6219 0.1309 -0.8 -1.4 0.1
C -0.5111 -0.7443 -0.6513 -0.8 0.0 0.9
C -0.9586 0.2649 -1.6181 -0.5 -0.4 0.2
H -0.2797 -2.5770 0.7141 0.5 1.7 -0.8
H -1.6817 1.0926 -1.4403 0.1 -1.2 0.8
H -0.1327 0.7850 -1.9600 2.0 1.1 -0.6
H -1.2390 -0.3149 -2.4740 -0.7 -0.2 -0.6
O 1.3949 1.9321 2.7812 -0.8 -1.4 0.9
N 1.0508 0.8274 2.5626 1.3 1.7 -2.2
O 1.4148 0.6246 1.1603 -0.1 -0.7 0.4
H 1.1690 -0.2685 0.7945 -0.2 0.7 1.0
```
Positions in Å, forces in eV/Å.

Values from the calculation:
Kohn-Sham gap in eV: 10.74
SMILES: C#CC.O=NO
E in eV: -8771.873
LUMO in eV: 0.4

Atomic partial charges in e from the Mulliken method, atoms 1 to 6:
1. C -0.41
2. C 0.26
3. C -1.07
4. H 0.34
5. H 0.30
6. H 0.33



(5)
One molecule with the formula C5H5N3 at a distorted geometry, computed with the ωB97M-V functional and the def2-TZVPD basis.

Structure (XYZ):
```
13
Properties=species:S:1:pos:R:3:forces:R:3
C -1.9811 -0.2640 -0.1457 -3.4 0.4 -1.9
N -1.1270 -1.1685 -0.1020 0.3 -1.4 1.1
N 0.0362 -0.5061 0.2185 -0.1 -6.3 -1.4
C 1.2150 -1.0864 0.0048 4.0 0.0 2.6
N 2.1177 -0.0712 -0.1013 -0.1 -1.6 0.3
C 1.4144 1.0646 -0.0776 -1.8 1.9 -1.3
C 0.0306 0.7322 -0.0504 2.3 5.5 1.3
C -1.3672 1.1212 0.1294 -3.5 3.7 1.6
H -2.9663 -0.6930 -0.5585 1.1 1.7 1.1
H 1.5132 -2.0419 0.5527 -0.6 1.1 -1.6
H 1.8207 2.0965 -0.2266 -0.2 -1.3 0.2
H -1.6203 1.2374 1.4107 0.7 0.1 -3.6
H -1.8064 2.2161 -0.4481 1.3 -3.8 1.8
```
Positions in Å, forces in eV/Å.

Values from the calculation:
Kohn-Sham gap in eV: 8.98
SMILES: C1=Nn2cncc2C1
E in eV: -9732.066
LUMO in eV: 0.4

Atomic partial charges in e from the Mulliken method, atoms 1 to 6:
1. C -0.24
2. N -0.73
3. N 0.61
4. C -0.07
5. N -0.57
6. C -0.39



(6)
C3H3MnO3 as an isolated structure at a distorted geometry, computed with the ωB97M-V functional and the def2-TZVPD basis.

Structure (XYZ):
```
10
Properties=species:S:1:pos:R:3:forces:R:3
O 0.7734 -1.0290 0.5252 2.0 1.1 -1.7
Mn 3.8257 0.6920 0.3110 1.5 0.1 0.5
O 2.1762 0.4976 -0.3585 1.2 1.0 -1.2
C 1.1347 -0.1667 -0.2506 -4.5 -2.0 3.1
O 0.0656 0.4244 -1.0460 -0.6 -0.3 -1.2
C -1.1650 0.2735 -0.6606 1.7 -1.7 0.7
C -1.4511 -0.2153 0.6492 -1.3 0.4 0.3
H -1.9086 0.3179 -1.4583 -0.1 1.2 0.1
H -1.9401 0.4689 1.3439 -0.4 0.0 -0.2
H -1.5108 -1.2633 0.9445 0.4 0.2 -0.3
```
Positions in Å, forces in eV/Å.

Values from the calculation:
Kohn-Sham gap (spin up / spin down) in eV: 5.94 / 8.47
Total charge: +2
Expectation value of S²: 12.007
E in eV: -40599.279
Spin multiplicity: 7
LUMO (spin up / spin down) in eV: -11.4 / -11.6

Atomic partial charges in e from the Mulliken method, atoms 1 to 6:
1. O -0.44
2. Mn 1.79
3. O -0.77
4. C 0.74
5. O -0.18
6. C 0.46



(7)
A 2-piece molecular cluster, C3H5N3 overall at a distorted geometry, computed with the ωB97M-V functional and the def2-TZVPD basis.

Structure (XYZ):
```
11
Properties=species:S:1:pos:R:3:forces:R:3
C -2.4772 -0.1237 0.0844 -2.6 -0.8 -0.8
C -0.2017 0.7680 -0.2093 -2.4 -1.2 -0.9
C -1.3321 0.3674 0.6769 0.8 -0.9 -0.8
N -3.4792 -0.4987 -0.4098 1.8 0.6 0.8
N 0.6815 -1.8893 -0.1663 0.0 -0.1 0.1
N -0.3081 -2.1855 0.3725 0.2 -0.3 0.0
H -0.8180 1.3478 -0.8689 0.6 1.5 -0.8
H 0.5299 1.2876 0.3470 1.1 0.4 0.0
H 0.0746 -0.0618 -0.9225 0.4 1.0 1.2
H -1.3131 0.4177 1.7245 0.1 0.1 1.2
H 1.2238 -2.5771 -0.7388 -0.1 -0.3 0.1
```
Positions in Å, forces in eV/Å.

Values from the calculation:
Kohn-Sham gap (spin up / spin down) in eV: 8.62 / 8.03
E in eV: -7658.043
LUMO (spin up / spin down) in eV: 0.1 / -0.6

Atomic partial charges in e from the Mulliken method, atoms 1 to 6:
1. C 0.47
2. C -0.81
3. C -0.52
4. N -0.45
5. N -0.10
6. N -0.15



> E of number 3 (C20H22N4O2Re)?

-33235.024 eV



Please write out number 7 again, unchanged.
A 2-piece molecular cluster, C3H5N3 overall at a distorted geometry, computed with the ωB97M-V functional and the def2-TZVPD basis.

Structure (XYZ):
```
11
Properties=species:S:1:pos:R:3:forces:R:3
C -2.4772 -0.1237 0.0844 -2.6 -0.8 -0.8
C -0.2017 0.7680 -0.2093 -2.4 -1.2 -0.9
C -1.3321 0.3674 0.6769 0.8 -0.9 -0.8
N -3.4792 -0.4987 -0.4098 1.8 0.6 0.8
N 0.6815 -1.8893 -0.1663 0.0 -0.1 0.1
N -0.3081 -2.1855 0.3725 0.2 -0.3 0.0
H -0.8180 1.3478 -0.8689 0.6 1.5 -0.8
H 0.5299 1.2876 0.3470 1.1 0.4 0.0
H 0.0746 -0.0618 -0.9225 0.4 1.0 1.2
H -1.3131 0.4177 1.7245 0.1 0.1 1.2
H 1.2238 -2.5771 -0.7388 -0.1 -0.3 0.1
```
Positions in Å, forces in eV/Å.

Values from the calculation:
Kohn-Sham gap (spin up / spin down) in eV: 8.62 / 8.03
E in eV: -7658.043
LUMO (spin up / spin down) in eV: 0.1 / -0.6

Atomic partial charges in e from the Mulliken method, atoms 1 to 6:
1. C 0.47
2. C -0.81
3. C -0.52
4. N -0.45
5. N -0.10
6. N -0.15



> Among the records above, which one has the lowest E?

C36H111N9O15